1.
Density functional theory data (ωB97M-V/def2-TZVPD) for the ion CH3N2O2S with charge +1 in a non-equilibrium geometry.

Last column: Mulliken charge in e.
Atoms and positions in Å:
C  -1.163  -2.104  0.383  0.171
N  -0.760  -1.043  0.509  -0.172
N  -0.035  1.721  -0.314  -0.275
O  1.498  0.314  1.318  -0.296
O  1.465  -0.566  -1.413  -0.359
S  0.803  0.355  0.112  0.954
H  -1.621  -3.076  0.346  0.378
H  -0.316  2.458  0.314  0.289
H  0.129  1.942  -1.255  0.310

The strongest force on any atom is 7.4 eV/Å. As for the frontier orbital gap (spin up / spin down): 0.330 / 0.330 Ha. As for the charge: +1. The value obtained for the energy above the lowest of the compared OMol25 structures with the same formula, charge and spin is 505.2 kJ/mol.

=====

2.
Density functional theory data (ωB97M-V/def2-TZVPD) for an isolated molecule of C3H7NO2 in a non-equilibrium geometry.

Last column: Mulliken charge in e.
Atoms and positions in Å:
N  -1.187  -1.454  -0.966  -0.221
C  -0.552  -0.319  -1.230  -0.373
O  -1.226  0.722  -0.727  -0.224
C  0.010  1.245  -0.010  -0.276
C  1.151  0.432  0.698  -0.521
O  0.746  -0.406  1.755  -0.513
H  -0.742  -2.277  -1.334  0.286
H  -2.180  -1.481  -0.753  0.214
H  -0.512  1.765  0.776  0.299
H  0.500  1.885  -0.744  0.295
H  1.805  -0.101  -0.006  0.367
H  1.761  1.219  1.174  0.331
H  0.426  -1.230  1.368  0.334

The strongest force on any atom is 2.1 eV/Å. As for the frontier orbital gap: 0.343 Ha. The value obtained for the energy above the lowest of the compared OMol25 structures with the same formula, charge and spin is 390.2 kJ/mol.

=====

3.
Density functional theory data (ωB97M-V/def2-TZVPD) for a cluster of 2 separate species, C5H8O in total in a non-equilibrium geometry.

Last column: Mulliken charge in e.
Atoms and positions in Å:
C  2.745  -0.126  -0.003  -0.922
C  1.624  -0.235  -0.622  0.288
C  0.434  -0.230  -1.008  0.043
C  -0.803  0.045  -0.718  -0.246
C  -1.799  -0.905  -0.156  -0.883
O  -0.740  1.218  1.358  -0.663
H  3.135  -0.910  0.624  0.257
H  0.164  0.865  1.090  0.360
H  3.395  0.666  -0.302  0.256
H  -1.191  0.920  -1.204  0.319
H  -1.314  -1.723  0.380  0.278
H  -2.483  -0.385  0.513  0.278
H  -2.375  -1.320  -0.988  0.313
H  -0.791  2.121  1.037  0.321

The strongest force on any atom is 2.3 eV/Å. As for the frontier orbital gap: 0.341 Ha. The value obtained for the energy above the lowest of the compared OMol25 structures with the same formula, charge and spin is 352.1 kJ/mol.

=====

4.
Density functional theory data (ωB97M-V/def2-TZVPD) for the ion C2H4NO4S with charge -1 in a non-equilibrium geometry.

Last column: Mulliken charge in e.
Atoms and positions in Å:
C  1.507  0.225  -0.465  -1.155
C  0.442  0.332  0.565  0.422
N  -1.470  -1.448  0.486  0.155
O  0.268  1.591  1.229  -0.590
O  -2.232  -0.649  -0.240  -0.405
O  -1.789  -2.595  0.535  -0.523
O  -1.135  1.630  -1.152  -0.597
S  -1.119  1.049  0.202  0.426
H  1.229  0.648  -1.393  0.322
H  1.397  -0.827  -0.767  0.339
H  2.534  0.652  -0.159  0.244
H  0.367  -0.607  1.160  0.361

The strongest force on any atom is 2.0 eV/Å. As for the frontier orbital gap: 0.319 Ha. As for the charge: -1. The value obtained for the energy above the lowest of the compared OMol25 structures with the same formula, charge and spin is 489.4 kJ/mol.

=====

5.
Density functional theory data (ωB97M-V/def2-TZVPD) for an isolated molecule of C5H11ClN2 in a non-equilibrium geometry.

Last column: Mulliken charge in e.
Atoms and positions in Å:
C  1.006  0.314  0.077  0.301
C  -0.852  0.310  -1.312  -1.313
C  -1.165  0.052  1.217  -1.132
C  -0.106  -1.844  -0.137  -1.545
C  -0.359  -0.345  -0.039  1.224
N  2.024  -0.346  -0.286  -0.363
N  1.098  1.820  0.864  -0.612
Cl  3.637  0.292  -0.392  -0.150
H  -0.218  0.148  -2.200  0.346
H  -0.934  1.401  -1.099  0.296
H  -1.870  -0.066  -1.550  0.399
H  -2.276  0.048  0.802  0.271
H  -0.929  1.145  1.394  0.256
H  -1.046  -0.399  2.159  0.417
H  -1.049  -2.427  -0.399  0.335
H  0.837  -2.158  -0.758  0.310
H  0.166  -2.276  0.837  0.379
H  0.161  2.096  0.475  0.287
H  1.877  2.236  0.348  0.295

The strongest force on any atom is 5.4 eV/Å. As for the frontier orbital gap: 0.382 Ha. The value obtained for the energy above the lowest of the compared OMol25 structures with the same formula, charge and spin is 241.4 kJ/mol.

=====

6.
Density functional theory data (ωB97M-V/def2-TZVPD) for an isolated molecule of C16H16N4O4S in a non-equilibrium geometry.

Last column: Mulliken charge in e.
Atoms and positions in Å:
C  2.861  -2.953  2.512  -1.805
H  2.161  -3.765  2.687  0.430
H  3.862  -3.309  2.739  0.422
H  2.617  -2.122  3.167  0.348
C  2.782  -2.514  1.051  1.581
C  3.884  -1.494  0.747  -1.735
H  4.858  -1.975  0.798  0.403
H  3.851  -0.695  1.481  0.419
H  3.757  -1.057  -0.241  0.382
C  1.399  -1.904  0.753  -0.714
C  1.183  -1.845  -0.720  -0.490
C  1.894  -2.637  -1.569  0.746
S  1.479  -2.413  -3.244  -0.294
C  0.308  -1.222  -2.801  0.283
N  -0.461  -0.566  -3.690  -0.577
C  -1.285  0.296  -3.216  0.087
N  -1.410  0.588  -1.887  0.738
N  -2.341  1.504  -1.537  -1.256
C  -2.457  1.823  -0.297  0.325
C  -3.502  2.817  0.076  -0.581
C  -2.860  4.074  0.673  -0.288
C  -3.866  5.106  1.112  0.281
O  -3.654  6.288  1.153  -0.568
O  -5.037  4.575  1.483  -0.437
H  -5.636  5.272  1.793  0.344
H  -2.176  4.546  -0.035  0.364
H  -2.287  3.787  1.561  0.273
H  -4.150  2.369  0.832  0.258
H  -4.091  3.065  -0.808  0.395
C  -1.589  1.237  0.768  0.352
O  -1.650  1.590  1.928  -0.669
N  -0.718  0.266  0.340  -0.399
C  -0.637  -0.036  -0.915  0.131
C  0.264  -1.021  -1.419  0.493
H  -1.933  0.849  -3.879  0.374
C  2.959  -3.572  -1.102  -0.660
O  2.952  -3.718  0.294  -0.459
H  2.803  -4.578  -1.505  0.448
H  3.942  -3.218  -1.460  0.260
H  1.301  -0.908  1.183  0.465
H  0.621  -2.530  1.198  0.328

The strongest force on any atom is 1.1 eV/Å. As for the frontier orbital gap: 0.305 Ha. The value obtained for the energy above the lowest of the compared OMol25 structures with the same formula, charge and spin is 15.4 kJ/mol.

=====

Computed total energy, in the same sequence as the records: -697.587576; -323.632333; -270.423789; -832.402630; -766.715494; -1537.513983 hartree.